# 1
C4H11N3 | wB97M-V/def2-TZVPD

LUMO level, eV: 1.01
M, Da: 101.15
Total charge: 0

```
18
C4H11N3 (wB97M-V/def2-TZVPD)
C -3.0903 0.3281 -0.2603
C 2.7683 0.0265 -0.1807
C 1.0394 1.6668 -0.2296
C 0.4525 -1.8143 0.4271
N -3.6158 -0.7530 0.1246
N 1.4299 0.3269 -0.1216
N 0.3772 -0.3790 0.0853
H -3.4492 1.4013 -0.0477
H -2.2496 0.3559 -0.8953
H 3.1178 -0.8959 0.1596
H 3.4326 0.8637 -0.4547
H 0.0491 1.7644 -0.7597
H 0.9784 2.1288 0.7572
H 1.7898 2.1648 -0.7472
H 0.1138 -2.1119 1.4468
H -0.0932 -2.3955 -0.2982
H 1.3795 -2.2197 0.3399
H -4.4302 -0.4579 0.6545
```

# 2
H30O15 | wB97M-V/def2-TZVPD

LUMO level, eV: -0.32
M, Da: 270.22
Total charge: 0

```
45
H30O15 (wB97M-V/def2-TZVPD)
H 0.6716 1.2688 -0.7604
H -0.2850 0.2695 -0.3487
H 1.9604 -3.1004 0.5043
H 2.0812 -2.2591 1.6283
H -1.0873 -2.0760 0.8337
H -1.1599 -3.0888 2.0242
H -1.5450 2.1490 0.5443
H -2.8418 2.9031 0.6757
H -1.3474 0.6146 -3.8577
H -2.3162 1.3732 -2.8792
H 2.4280 0.8196 3.4104
H 1.6067 -0.4384 3.5438
H -5.8390 0.8433 -2.2441
H -4.3864 0.4060 -2.1911
H -0.0752 -1.4455 -4.6243
H 0.8351 -2.7181 -4.9097
H 2.2674 1.4342 0.5902
H 1.7229 0.2878 1.2673
H 0.0922 2.3844 3.4999
H 0.3129 3.2757 2.2606
H 0.6754 -1.1980 0.1157
H 1.8952 -0.8905 -0.6501
H 1.9255 1.4489 -2.6452
H 3.3100 1.0417 -3.0468
H -0.9723 -0.5515 1.7244
H -0.0601 -1.6396 2.4109
H -4.9136 0.6958 0.4442
H -3.7937 -0.3189 -0.0798
H 3.6081 0.9273 1.8330
H 3.7083 -0.2923 0.9144
O 0.1496 0.4979 -1.1223
O 2.5599 -2.5413 0.8507
O -1.0465 -3.0169 1.0320
O -1.9358 2.7881 1.1463
O -1.7663 0.6255 -3.0530
O 1.9266 0.2566 4.0913
O -5.0042 0.8211 -2.7478
O 0.8111 -1.7471 -4.6896
O 1.4458 1.1725 0.9646
O 0.3313 2.3712 2.5629
O 0.9248 -1.1558 -0.7798
O 2.4912 0.6313 -2.7727
O -0.0621 -0.8548 1.9645
O -4.2735 -0.0776 0.7052
O 3.6382 -0.0366 1.8492
```

# 3
C51H31F3HgN9O6 | wB97M-V/def2-TZVPD

LUMO level (spin up / spin down), eV: 3.65 / 3.61
M, Da: 1123.45
Multiplicity: 2
Total charge: -2

```
101
C51H31F3HgN9O6 (wB97M-V/def2-TZVPD)
Hg 0.2768 0.1639 0.3420
C -1.1821 3.4416 -2.8803
C -1.2982 2.1208 -2.7032
N -0.1045 1.3201 -2.7258
C 1.1228 2.0600 -2.4665
C 1.0751 3.4140 -2.7184
N 0.0015 4.1521 -2.9859
C 2.2769 1.3511 -1.9712
C 3.5548 1.7154 -2.4044
C 4.6873 1.0147 -1.9543
C 4.4849 -0.0709 -1.1313
C 3.1905 -0.4101 -0.7035
N 2.0960 0.3124 -1.1118
C 2.9954 -1.4464 0.2669
C 3.9820 -2.4198 0.5824
N 3.8462 -3.3271 1.5106
C 2.6756 -3.2992 2.2175
C 1.6863 -2.4021 1.9189
N 1.8129 -1.5014 0.9385
C 6.0533 1.4395 -2.3297
C 7.1883 0.6633 -2.0742
C 8.4406 1.1212 -2.4372
N 8.6724 2.2908 -3.0379
C 7.5923 3.0307 -3.2842
C 6.2981 2.6621 -2.9589
H -2.0890 4.0374 -2.8645
H -2.2302 1.5994 -2.5445
H 2.0094 3.9639 -2.6144
H 3.6305 2.5015 -3.1385
H 5.3186 -0.6103 -0.7140
H 4.9004 -2.4601 0.0071
H 2.5593 -4.0192 3.0155
H 0.7567 -2.3783 2.4756
H 7.1081 -0.3080 -1.6078
H 9.3141 0.5092 -2.2368
H 7.7711 3.9830 -3.7734
H 5.4889 3.3412 -3.1828
O -6.9122 -0.0111 0.7865
C -6.2349 1.0065 1.0207
O -6.5755 2.1386 1.4036
C -4.7109 0.8288 0.8009
C -3.8208 1.8507 1.0765
C -2.4622 1.6579 0.8621
N -2.0018 0.5113 0.3637
C -2.8443 -0.4835 0.0729
C -4.2052 -0.3578 0.2940
C -2.2641 -1.7171 -0.5579
C -3.0628 -2.7977 -0.9246
C -2.4698 -3.8861 -1.5400
C -1.1045 -3.8786 -1.7773
C -0.3859 -2.7640 -1.3804
N -0.9574 -1.7231 -0.7914
C -1.4727 2.7550 1.1035
C -1.8226 3.8844 1.8310
C -0.9057 4.9149 1.9504
C 0.3260 4.7987 1.3320
C 0.6004 3.6283 0.6438
N -0.2686 2.6323 0.5470
H -4.2328 2.7849 1.4269
H -4.9159 -1.1415 0.0813
H -4.1251 -2.7871 -0.7370
H -3.0740 -4.7354 -1.8329
H -0.6068 -4.7042 -2.2662
H 0.6834 -2.6879 -1.5395
H -2.7870 3.9506 2.3103
H -1.1572 5.8000 2.5204
H 1.0663 5.5844 1.3822
H 1.5538 3.4797 0.1491
O 0.3268 0.9190 4.8860
C 0.7938 0.8564 3.7479
O 0.1668 0.5095 2.6992
C 2.2774 1.1983 3.5940
C 3.0967 1.1280 4.7144
C 4.4646 1.4171 4.6558
C 4.9601 1.8093 3.4379
O 6.2443 2.1922 3.1115
C 6.2317 2.3420 1.6904
O 4.8810 2.3901 1.2647
C 4.1495 1.9089 2.3274
C 2.8172 1.5931 2.3629
H 2.6360 0.8384 5.6483
H 5.1029 1.3483 5.5262
H 6.7339 1.4830 1.2278
H 6.7297 3.2737 1.4212
H 2.2040 1.6663 1.4781
F -1.2898 -5.1756 -8.5491
C -0.0953 -4.9811 -7.9583
F 0.2649 -6.1827 -7.4444
F 0.7897 -4.7421 -8.9511
C -0.1207 -3.8930 -6.9384
C -1.3183 -3.3496 -6.4923
C -1.3222 -2.3506 -5.5364
C -0.1209 -1.8532 -5.0077
C 1.0837 -2.4363 -5.4501
C 1.0804 -3.4268 -6.4085
C -0.1072 -0.8565 -4.0061
C -0.0623 0.2032 -3.4071
H -2.2553 -3.7137 -6.8915
H -2.2585 -1.9429 -5.1790
H 2.0153 -2.0875 -5.0246
H 2.0173 -3.8552 -6.7432
```